C46H57BrLiN3O2Si | wB97M-V/def2-TZVPD

CARTESIAN COORDINATES (ANGSTROEM)
Li  2.210  -0.193  0.491
O  8.140  5.169  0.391
C  7.035  4.871  1.181
O  6.750  5.696  2.026
C  6.357  3.632  0.920
C  5.139  3.352  1.607
C  4.447  2.201  1.408
C  4.894  1.175  0.497
C  6.145  1.450  -0.157
C  6.815  2.625  0.039
N  4.155  0.096  0.335
C  4.608  -1.015  -0.354
C  3.826  -2.135  -0.483
C  4.343  -3.371  -1.032
C  3.574  -4.487  -1.082
C  2.234  -4.440  -0.597
C  1.792  -3.231  -0.102
N  2.497  -2.106  -0.036
H  8.203  4.492  -0.290
H  4.780  4.101  2.303
H  3.525  2.006  1.946
H  6.558  0.722  -0.844
H  7.751  2.751  -0.503
H  5.630  -1.072  -0.726
H  5.373  -3.384  -1.372
H  3.974  -5.418  -1.473
H  1.590  -5.311  -0.621
H  0.772  -3.149  0.269
C  1.494  -0.309  4.311
C  0.711  0.738  4.800
C  0.005  1.517  3.917
C  0.042  1.257  2.520
N  0.942  0.352  2.065
C  1.601  -0.410  2.938
C  -0.928  1.863  1.636
C  -2.157  2.221  2.215
C  -3.264  2.616  1.499
C  -3.186  2.559  0.090
C  -2.020  2.239  -0.532
C  -0.763  2.051  0.178
H  2.041  -0.973  4.966
H  0.673  0.948  5.863
H  -0.574  2.352  4.283
H  2.274  -1.143  2.494
H  -2.274  2.118  3.289
H  -4.193  2.861  2.001
H  -4.083  2.734  -0.497
H  -2.024  2.126  -1.604
C  -4.669  -0.666  1.224
C  -4.539  -1.392  -0.124
C  -4.433  -0.286  -1.186
C  -5.816  -2.203  -0.387
Si  -2.961  -2.517  -0.122
Br  -1.221  -1.090  -0.241
C  -2.772  -3.520  1.525
C  -4.104  -4.146  1.964
C  -1.752  -4.659  1.387
C  -2.258  -2.592  2.639
C  -2.806  -3.638  -1.699
C  -3.130  -2.821  -2.957
C  -3.759  -4.841  -1.648
C  -1.369  -4.163  -1.856
H  -5.517  0.027  1.181
H  -3.777  -0.071  1.434
H  -4.847  -1.350  2.056
H  -5.320  0.356  -1.118
H  -4.385  -0.677  -2.201
H  -3.561  0.345  -1.017
H  -6.690  -1.546  -0.307
H  -5.943  -3.018  0.329
H  -5.818  -2.629  -1.393
H  -4.528  -4.785  1.184
H  -4.846  -3.393  2.230
H  -3.936  -4.769  2.850
H  -2.090  -5.433  0.695
H  -1.610  -5.131  2.366
H  -0.778  -4.296  1.056
H  -2.907  -1.733  2.803
H  -1.261  -2.214  2.411
H  -2.196  -3.153  3.580
H  -4.186  -2.552  -3.005
H  -2.901  -3.417  -3.848
H  -2.530  -1.909  -3.000
H  -4.805  -4.531  -1.582
H  -3.546  -5.492  -0.798
H  -3.643  -5.438  -2.560
H  -0.640  -3.354  -1.863
H  -1.284  -4.698  -2.808
H  -1.089  -4.855  -1.063
C  -0.144  2.115  -2.970
C  0.817  2.568  -1.850
C  2.199  1.973  -2.176
C  0.455  2.124  -0.439
C  0.923  4.107  -1.937
C  1.518  4.717  -3.044
C  1.640  6.096  -3.135
C  1.151  6.909  -2.124
C  0.537  6.325  -1.028
C  0.429  4.943  -0.938
H  -0.435  1.072  -2.828
H  0.357  2.201  -3.939
H  -1.038  2.736  -3.012
H  2.179  0.889  -2.043
H  2.956  2.380  -1.508
H  2.497  2.186  -3.204
H  1.328  2.088  0.207
H  1.912  4.114  -3.853
H  2.132  6.538  -3.994
H  1.262  7.986  -2.188
H  0.149  6.946  -0.230
H  -0.033  4.498  -0.068

Forces on atoms 1 to 2 (eV/Å):
Li -0.24 0.02 -0.06
O -0.08 -0.07 0.02

The energy above the lowest of the compared OMol25 structures with the same formula, charge and spin comes out at 41.2 kJ/mol. The HOMO energy is 0.185 eV. Its net charge is -2. The value obtained for the gap between HOMO and LUMO is 0.130 hartree.

---

C46H58B2F4I2N10PS3Sr | wB97M-V/def2-TZVPD

CARTESIAN COORDINATES (ANGSTROEM)
Sr  1.302  -0.396  -0.734
C  3.916  0.552  4.382
C  3.587  1.772  3.801
C  3.403  1.874  2.431
C  3.517  0.752  1.600
C  3.859  -0.465  2.198
C  4.057  -0.564  3.568
N  3.195  0.809  0.238
C  3.798  1.653  -0.592
C  5.044  2.311  -0.292
C  5.683  3.075  -1.217
C  5.132  3.304  -2.508
C  3.943  2.728  -2.830
C  3.251  1.900  -1.909
N  2.059  1.302  -2.199
N  1.508  1.557  -3.305
C  0.353  0.830  -3.599
C  -0.391  1.285  -4.691
C  -1.472  0.550  -5.118
C  -1.796  -0.626  -4.450
C  -1.046  -0.975  -3.346
N  0.006  -0.272  -2.918
H  4.054  0.470  5.455
H  3.465  2.651  4.424
H  3.112  2.820  1.987
H  3.960  -1.333  1.560
H  4.322  -1.522  4.003
H  5.485  2.134  0.679
H  6.641  3.521  -0.967
H  5.660  3.924  -3.220
H  3.487  2.870  -3.801
H  -0.092  2.214  -5.157
H  -2.060  0.879  -5.967
H  -2.605  -1.257  -4.785
H  -1.295  -1.858  -2.769
C  -6.940  -0.767  -1.120
C  -5.678  -0.624  -1.978
C  -6.034  -0.036  -3.349
C  -5.091  -2.017  -2.188
N  -4.772  0.344  -1.282
C  -5.186  1.680  -1.211
C  -4.383  2.310  -0.356
N  -3.468  1.399  0.145
B  -2.665  1.839  1.408
N  -1.450  2.786  1.184
C  -0.833  3.277  2.324
C  0.063  4.194  1.962
N  0.042  4.288  0.566
C  -0.928  3.419  0.090
S  -1.367  3.120  -1.517
C  0.740  5.448  -0.077
C  0.827  5.383  -1.599
C  2.176  5.499  0.449
C  -0.020  6.716  0.326
N  -2.315  0.588  2.265
C  -3.374  0.021  2.947
C  -2.916  -0.995  3.678
N  -1.542  -1.072  3.471
C  -1.179  -0.094  2.566
S  0.395  0.202  1.985
C  -0.775  -2.113  4.228
C  -1.172  -1.993  5.707
C  0.746  -1.999  4.158
C  -1.192  -3.476  3.669
C  -3.683  0.183  -0.442
S  -2.723  -1.207  -0.219
H  -7.636  -1.462  -1.597
H  -7.442  0.194  -0.986
H  -6.674  -1.160  -0.135
H  -5.134  0.320  -3.849
H  -6.499  -0.808  -3.966
H  -6.735  0.796  -3.269
H  -5.855  -2.627  -2.680
H  -4.819  -2.478  -1.246
H  -4.197  -1.988  -2.813
H  -6.012  2.064  -1.783
H  -4.363  3.344  -0.056
H  -3.460  2.461  2.091
H  -1.085  2.912  3.307
H  0.733  4.768  2.577
H  1.271  4.444  -1.931
H  1.464  6.210  -1.930
H  -0.147  5.471  -2.066
H  2.720  4.595  0.161
H  2.227  5.612  1.534
H  2.684  6.356  0.002
H  -1.058  6.650  -0.012
H  0.442  7.595  -0.132
H  -0.020  6.847  1.410
H  -4.378  0.395  2.831
H  -3.450  -1.680  4.311
H  -1.069  -0.958  6.041
H  -0.512  -2.617  6.313
H  -2.200  -2.315  5.889
H  1.101  -1.027  4.497
H  1.124  -2.148  3.151
H  1.158  -2.775  4.811
H  -2.276  -3.608  3.710
H  -0.721  -4.278  4.245
H  -0.882  -3.559  2.623
C  2.375  -4.466  2.066
P  2.357  -3.365  0.579
C  4.005  -3.794  -0.140
C  1.198  -4.376  -0.425
C  1.524  -5.606  -0.992
C  0.578  -6.319  -1.716
C  -0.711  -5.819  -1.867
C  -1.049  -4.598  -1.301
C  -0.095  -3.882  -0.588
H  2.633  -5.488  1.785
H  1.388  -4.460  2.533
H  3.103  -4.090  2.791
H  3.896  -4.140  -1.167
H  4.515  -4.551  0.458
H  4.623  -2.895  -0.177
H  2.526  -6.007  -0.874
H  0.847  -7.268  -2.168
H  -1.442  -6.372  -2.446
H  -2.051  -4.194  -1.411
H  -0.372  -2.927  -0.148
F  2.703  -1.634  -1.853
B  3.839  -1.557  -2.796
F  3.998  -2.871  -3.315
F  4.956  -1.156  -2.079
F  3.495  -0.678  -3.812
I  1.404  -3.449  -4.330
I  -0.886  -4.354  -5.396

Forces on atoms 1 to 2 (eV/Å):
Sr -2.28 -0.66 2.28
C -0.02 -0.02 -0.01

The energy above the lowest of the compared OMol25 structures with the same formula, charge and spin comes out at 56.4 kJ/mol. The HOMO energy is -4.318 eV. Its net charge is -1. The value obtained for the gap between HOMO and LUMO is 0.198 hartree.

---

C46H58BN10O3Ti | wB97M-V/def2-TZVPD

CARTESIAN COORDINATES (ANGSTROEM)
Ti  0.667  -0.054  0.452
C  1.512  3.768  2.324
C  1.801  2.769  1.398
N  1.002  1.720  1.568
N  0.164  2.032  2.596
C  0.457  3.250  3.058
B  -0.938  1.037  3.063
N  -1.917  0.758  1.896
C  -3.242  0.897  1.851
C  -3.679  0.535  0.590
C  -2.508  0.193  -0.092
N  -1.443  0.308  0.704
N  -0.249  -0.303  3.433
C  -0.159  -0.911  4.621
C  0.709  -1.981  4.496
C  1.119  -1.931  3.159
N  0.540  -0.920  2.514
H  1.965  4.745  2.407
H  2.531  2.771  0.599
H  -0.106  3.665  3.882
H  -1.539  1.474  4.017
H  -3.782  1.256  2.715
H  -4.684  0.565  0.200
H  -2.394  -0.117  -1.120
H  -0.711  -0.537  5.473
H  1.007  -2.686  5.258
H  1.817  -2.565  2.646
C  3.501  -4.162  -1.308
C  2.727  -3.664  -0.077
C  2.062  -4.858  0.615
C  3.638  -2.861  0.850
C  4.536  -3.542  1.665
C  5.463  -2.863  2.443
C  5.507  -1.483  2.373
C  4.612  -0.767  1.576
C  4.788  0.734  1.469
C  6.096  1.076  0.749
C  4.728  1.405  2.843
C  3.635  -1.457  0.847
N  2.635  -0.764  0.083
C  2.911  -0.761  -1.259
O  3.961  -1.154  -1.775
C  1.798  -0.252  -2.101
C  1.793  -0.503  -3.446
C  0.718  -0.081  -4.230
C  -0.228  0.780  -3.619
C  -0.138  1.117  -2.293
N  0.788  0.482  -1.450
C  -0.815  2.422  -1.868
O  -1.762  2.824  -2.604
N  -0.177  3.028  -0.891
C  -0.237  4.416  -0.703
C  0.731  5.196  -1.373
C  0.813  6.566  -1.136
C  -0.026  7.190  -0.219
C  -0.966  6.423  0.454
C  -1.093  5.054  0.222
C  -2.163  4.267  0.945
C  -3.522  4.362  0.233
C  -2.315  4.702  2.403
C  1.640  4.521  -2.378
C  0.975  4.480  -3.761
C  3.035  5.152  -2.459
H  2.820  -4.642  -2.022
H  4.012  -3.337  -1.809
H  4.250  -4.901  -0.997
H  1.944  -2.992  -0.414
H  2.795  -5.616  0.902
H  1.510  -4.567  1.514
H  1.358  -5.340  -0.071
H  4.528  -4.626  1.679
H  6.159  -3.407  3.073
H  6.254  -0.942  2.945
H  3.978  1.105  0.852
H  6.963  0.798  1.358
H  6.156  0.543  -0.204
H  6.153  2.152  0.548
H  5.584  1.101  3.458
H  4.755  2.497  2.749
H  3.813  1.138  3.378
H  2.635  -1.050  -3.850
H  0.669  -0.307  -5.288
H  -0.993  1.287  -4.186
H  1.555  7.156  -1.668
H  0.057  8.255  -0.028
H  -1.622  6.904  1.176
H  -1.844  3.229  0.920
H  -3.834  5.413  0.172
H  -3.449  3.954  -0.775
H  -4.293  3.807  0.790
H  -2.834  5.664  2.485
H  -2.909  3.968  2.956
H  -1.342  4.802  2.903
H  1.745  3.487  -2.052
H  0.879  5.497  -4.159
H  1.567  3.882  -4.468
H  -0.027  4.042  -3.701
H  3.043  6.035  -3.109
H  3.394  5.462  -1.472
H  3.754  4.436  -2.872
O  -0.032  -1.882  -0.115
C  -0.701  -2.571  -0.889
C  -1.335  -3.840  -0.408
C  -2.872  -3.751  -0.365
C  -3.546  -3.937  -1.724
C  -3.198  -2.848  -2.735
C  -1.725  -2.829  -3.118
N  -0.873  -2.183  -2.125
H  -0.933  -4.023  0.585
H  -1.019  -4.665  -1.055
H  -3.163  -2.783  0.059
H  -3.228  -4.516  0.322
H  -4.629  -3.965  -1.587
H  -3.254  -4.913  -2.134
H  -3.464  -1.866  -2.327
H  -3.787  -2.989  -3.644
H  -1.584  -2.273  -4.040
H  -1.372  -3.846  -3.302
H  -0.414  -1.312  -2.392

Forces on atoms 1 to 2 (eV/Å):
Ti 0.83 -0.20 0.36
C -0.10 0.06 0.04

The energy above the lowest of the compared OMol25 structures with the same formula, charge and spin comes out at 0.0 kJ/mol. The HOMO energy (spin up / spin down) is -2.741 / -4.503 eV. Its net charge is -1. The value obtained for the gap between HOMO and LUMO (spin up / spin down) is 0.181 / 0.246 hartree. As for the multiplicity: 3.

---

C46H58F7GeIrN6O4Sb | wB97M-V/def2-TZVPD

CARTESIAN COORDINATES (ANGSTROEM)
Ir  0.287  -0.026  0.379
C  -5.833  -0.784  -1.018
C  -5.111  0.559  -1.204
C  -3.896  0.667  -0.335
C  -3.820  1.127  0.945
C  -4.906  1.712  1.791
C  -5.578  0.673  2.700
C  -2.473  0.875  1.380
N  -1.739  0.327  0.374
C  -2.596  0.126  -0.652
C  -2.328  -0.671  -1.767
C  -1.181  -1.375  -2.016
C  -0.919  -2.111  -3.233
C  -1.927  -2.528  -4.256
C  -2.298  -4.009  -4.092
C  0.410  -2.365  -3.240
C  0.936  -1.842  -2.002
C  2.304  -1.774  -1.709
C  2.853  -1.352  -0.505
N  2.124  -0.907  0.528
C  2.969  -0.857  1.599
C  2.549  -0.585  2.872
C  1.249  -0.254  3.247
N  0.218  0.022  2.387
C  -0.828  0.474  3.157
C  -2.030  0.958  2.679
C  -0.477  0.377  4.550
C  0.804  -0.077  4.606
C  1.626  -0.420  5.809
C  1.732  -1.940  6.010
C  -1.430  0.601  5.685
C  -2.281  -0.652  5.942
C  4.310  -1.218  1.196
C  4.240  -1.507  -0.126
C  5.317  -1.974  -1.052
C  5.400  -3.507  -1.103
C  5.508  -1.239  2.092
C  5.576  -2.505  2.959
N  -0.053  -1.356  -1.230
C  1.251  -2.967  -4.319
C  1.784  -4.362  -3.959
H  -6.686  -0.856  -1.696
H  -6.191  -0.894  0.005
H  -5.153  -1.613  -1.229
H  -5.801  1.371  -0.971
H  -4.839  0.664  -2.256
H  -5.665  2.155  1.144
H  -4.495  2.514  2.409
H  -6.048  -0.111  2.106
H  -6.349  1.140  3.317
H  -4.847  0.198  3.359
H  -3.117  -0.736  -2.507
H  -1.515  -2.363  -5.254
H  -2.830  -1.930  -4.167
H  -1.419  -4.643  -4.225
H  -3.052  -4.301  -4.826
H  -2.703  -4.192  -3.093
H  2.998  -2.116  -2.466
H  3.291  -0.650  3.658
H  -2.726  1.366  3.402
H  1.177  0.028  6.696
H  2.630  -0.003  5.700
H  0.748  -2.370  6.203
H  2.382  -2.175  6.856
H  2.137  -2.417  5.116
H  -2.086  1.445  5.460
H  -0.872  0.849  6.589
H  -2.863  -0.907  5.053
H  -2.969  -0.497  6.777
H  -1.641  -1.504  6.179
H  6.276  -1.570  -0.722
H  5.125  -1.578  -2.053
H  5.658  -3.917  -0.123
H  6.156  -3.827  -1.823
H  4.441  -3.936  -1.403
H  5.493  -0.359  2.739
H  6.406  -1.178  1.476
H  4.693  -2.592  3.596
H  6.461  -2.491  3.600
H  5.622  -3.397  2.329
H  2.087  -2.287  -4.511
H  0.664  -3.029  -5.237
H  2.411  -4.327  -3.065
H  2.389  -4.760  -4.776
H  0.962  -5.057  -3.769
F  2.379  1.749  -0.232
Sb  2.761  0.543  -3.042
F  3.685  -1.131  -3.720
F  4.468  0.691  -2.088
F  3.308  1.215  -4.731
F  2.672  2.492  -2.703
F  1.077  -0.033  -4.170
C  -0.926  4.080  1.772
Ge  0.879  3.541  1.233
C  1.879  3.615  2.972
C  1.781  4.762  0.013
C  1.483  1.651  0.834
H  -0.840  4.898  2.494
H  -1.465  3.256  2.234
H  -1.477  4.416  0.894
H  1.833  4.624  3.398
H  2.934  3.357  2.833
H  1.446  2.914  3.697
H  2.417  5.448  0.577
H  1.047  5.332  -0.559
H  2.398  4.193  -0.687
H  2.107  1.377  1.680
F  -3.513  -0.116  -5.107
C  -3.184  1.101  -4.629
C  -1.935  1.358  -4.220
N  -1.576  2.592  -3.742
C  -0.214  2.790  -3.239
C  -0.123  2.246  -1.801
O  -0.497  2.986  -0.893
O  0.270  1.022  -1.690
C  -2.475  3.643  -3.694
O  -2.196  4.769  -3.347
N  -3.759  3.307  -4.101
C  -4.235  2.090  -4.578
O  -5.399  1.943  -4.896
H  -1.142  0.609  -4.272
H  -0.010  3.851  -3.203
H  0.484  2.272  -3.886
H  -4.423  4.064  -4.071

Forces on atoms 1 to 2 (eV/Å):
Ir 0.23 0.55 0.65
C 0.04 0.12 -0.14

The HOMO energy (spin up / spin down) is -4.460 / -4.458 eV. Its net charge is -1. The value obtained for the gap between HOMO and LUMO (spin up / spin down) is 0.160 / 0.160 hartree.